1.
Entry from OMol25: 2 unconnected molecules or ions with the total composition C3H2NOP (ωB97M-V/def2-TZVPD).

The orbital gap (alpha / beta) is 7.383 / 7.290 eV. Its energy relative to the best compared isomer or geometry (same formula, charge and spin) is 92.6 kcal/mol. As for the LUMO energy (alpha / beta): -1.673 / -1.700 eV.

Geometry as ORCA input:
```
! wB97M-V def2-TZVPD RIJCOSX def2/J DEFGRID3
* xyz 0 1
C -0.52654 0.65522 0.15797
C -0.58833 -0.59301 -0.20940
C -2.65195 1.33035 -0.01732
N -1.58022 1.50640 0.54301
O -3.76367 1.38015 -0.30746
P -3.01144 -1.82857 -0.04780
H 0.56962 0.99945 0.32523
H 0.23379 -1.27617 -0.44617
*
```

Löwdin charges, unit e, in atom order:
1 C -0.327
2 C -0.124
3 C -0.422
4 N 0.116
5 O 0.153
6 P 0.453
7 H 0.133
8 H 0.018

2.
Entry from OMol25: a molecular structure, C3H2NS3 (ωB97M-V/def2-TZVPD).

The orbital gap is 7.418 eV. Its energy relative to the best compared isomer or geometry (same formula, charge and spin) is 28.3 kcal/mol. As for the LUMO energy: 3.421 eV.

Geometry as ORCA input:
```
! wB97M-V def2-TZVPD RIJCOSX def2/J DEFGRID3
* xyz -1 1
C -0.12253 0.91473 -0.05398
C 1.03279 0.21727 -0.13393
C -1.36679 0.26807 0.06102
N 0.53540 -1.57748 -0.19104
S 2.63274 0.44394 -0.14467
S -2.86666 1.04408 0.06637
S -1.06732 -1.51274 -0.00689
H 0.09486 2.04689 -0.21782
H 1.12751 -1.84475 0.62095
*
```

Löwdin charges, unit e, in atom order:
1 C -0.349
2 C -0.855
3 C -1.131
4 N -0.458
5 S 0.492
6 S 0.395
7 S 0.751
8 H 0.137
9 H 0.018

3.
Entry from OMol25: a molecular structure, C3H2NS3 (ωB97M-V/def2-TZVPD).

The orbital gap (alpha / beta) is 5.631 / 6.149 eV. Its energy relative to the best compared isomer or geometry (same formula, charge and spin) is 90.3 kcal/mol. As for the LUMO energy (alpha / beta): 1.669 / 2.061 eV.

Geometry as ORCA input:
```
! wB97M-V def2-TZVPD RIJCOSX def2/J DEFGRID3
* xyz -1 1
C -1.40544 0.29852 0.28758
C -0.08333 0.68698 -0.12372
C 1.18743 0.29355 -0.01659
N -1.63053 -0.71986 1.08950
S 0.15629 2.11882 -1.08943
S 3.93009 -2.24449 -1.18500
S 2.66740 -0.39180 -0.09489
H -2.22584 0.73860 -0.16604
H -2.59607 -0.78033 1.29858
*
```

Löwdin charges, unit e, in atom order:
1 C -0.260
2 C -0.812
3 C -0.661
4 N 0.094
5 S 0.510
6 S -0.370
7 S 0.429
8 H 0.066
9 H 0.004

4.
Entry from OMol25: a molecular structure, C3H2O (ωB97M-V/def2-TZVPD).

The orbital gap (alpha / beta) is 9.142 / 7.497 eV. Its energy relative to the best compared isomer or geometry (same formula, charge and spin) is 120.6 kcal/mol. As for the LUMO energy (alpha / beta): -0.379 / -2.625 eV.

Geometry as ORCA input:
```
! wB97M-V def2-TZVPD RIJCOSX def2/J DEFGRID3
* xyz 0 3
C 0.13525 -0.94717 -1.52361
C -0.21806 -1.61379 -2.42389
C 0.01788 0.65012 0.98802
O 0.39606 -0.07606 0.09414
H -0.22908 0.25205 1.97953
H -0.10205 1.73486 0.88581
*
```

Löwdin charges, unit e, in atom order:
1 C -0.047
2 C -0.031
3 C -0.033
4 O -0.082
5 H 0.095
6 H 0.097

5.
Entry from OMol25: a single C3H2O2 molecule (ωB97M-V/def2-TZVPD).

The orbital gap (alpha / beta) is 8.232 / 8.249 eV. Its energy relative to the best compared isomer or geometry (same formula, charge and spin) is 163.3 kcal/mol. As for the LUMO energy (alpha / beta): -0.557 / -0.591 eV.

Geometry as ORCA input:
```
! wB97M-V def2-TZVPD RIJCOSX def2/J DEFGRID3
* xyz 0 1
C 1.96719 -0.10069 -0.44212
C 3.04864 -0.80078 0.29694
C 0.21928 0.46350 0.04249
O 3.08953 0.50851 0.00275
O -0.73383 -0.50700 -0.04232
H -0.05504 1.40570 -0.54407
H -0.55472 -1.45132 0.31996
*
```

Löwdin charges, unit e, in atom order:
1 C -0.156
2 C 0.076
3 C -0.034
4 O -0.052
5 O -0.084
6 H 0.088
7 H 0.163

6.
Entry from OMol25: a single C3H2O2 molecule (ωB97M-V/def2-TZVPD).

The orbital gap is 11.258 eV. Its energy relative to the best compared isomer or geometry (same formula, charge and spin) is 23.7 kcal/mol. As for the LUMO energy: 0.252 eV.

Geometry as ORCA input:
```
! wB97M-V def2-TZVPD RIJCOSX def2/J DEFGRID3
* xyz 0 1
C 0.71694 -0.27624 -0.01255
C -0.70775 -0.16790 -0.14049
C -1.88086 -0.18896 -0.05675
H 2.17390 0.98823 -0.22212
H -2.91723 -0.12100 0.40395
O 1.14546 1.00283 0.02412
O 1.46954 -1.23697 0.00384
*
```

Löwdin charges, unit e, in atom order:
1 C -0.548
2 C -0.044
3 C 0.140
4 H 0.198
5 H 0.089
6 O 0.060
7 O 0.105

7.
Entry from OMol25: 2 unconnected molecules or ions with the total composition C3H2O2 (ωB97M-V/def2-TZVPD).

The orbital gap is 10.151 eV. Its energy relative to the best compared isomer or geometry (same formula, charge and spin) is 54.3 kcal/mol. As for the LUMO energy: -0.483 eV.

Geometry as ORCA input:
```
! wB97M-V def2-TZVPD RIJCOSX def2/J DEFGRID3
* xyz 0 1
C 0.64851 1.60144 -1.25368
C 0.41126 -1.50333 0.74911
C -0.37180 1.13437 -0.55190
O 1.01429 -1.16072 -0.15935
O -0.24614 -1.62810 1.67333
H -0.89028 0.35696 -1.01783
H -0.56584 1.19937 0.56032
*
```

Löwdin charges, unit e, in atom order:
1 C 0.126
2 C -0.465
3 C -0.184
4 O 0.187
5 O 0.221
6 H 0.026
7 H 0.089

8.
Entry from OMol25: 2 unconnected molecules or ions with the total composition C3H2O2 (ωB97M-V/def2-TZVPD).

The orbital gap is 10.509 eV. Its energy relative to the best compared isomer or geometry (same formula, charge and spin) is 55.5 kcal/mol. As for the LUMO energy: 0.751 eV.

Geometry as ORCA input:
```
! wB97M-V def2-TZVPD RIJCOSX def2/J DEFGRID3
* xyz 0 1
C 0.13072 -0.04481 1.99190
C 0.37872 -0.01348 0.80413
C -0.52668 -0.13560 -2.08094
O 0.75758 -0.03947 -0.43178
O -0.95061 0.91822 -2.32335
H -0.41419 0.26438 2.85049
H 0.62446 -0.94924 -0.81045
*
```

Löwdin charges, unit e, in atom order:
1 C 0.103
2 C -0.288
3 C 0.047
4 O -0.051
5 O 0.070
6 H 0.021
7 H 0.099

9.
Entry from OMol25: 2 unconnected molecules or ions with the total composition C3H2O2 (ωB97M-V/def2-TZVPD).

The orbital gap is 10.352 eV. Its energy relative to the best compared isomer or geometry (same formula, charge and spin) is 46.8 kcal/mol. As for the LUMO energy: -0.744 eV.

Geometry as ORCA input:
```
! wB97M-V def2-TZVPD RIJCOSX def2/J DEFGRID3
* xyz 0 1
C 0.09098 0.93038 0.78692
C -1.40654 -1.69462 0.03703
C 1.01645 1.23852 -0.06118
O -2.14185 -1.05256 -0.58561
O -0.67896 -2.42682 0.55208
H 1.95559 0.71679 -0.42278
H 1.16433 2.28831 -0.30645
*
```

Löwdin charges, unit e, in atom order:
1 C 0.105
2 C -0.465
3 C -0.158
4 O 0.186
5 O 0.195
6 H 0.087
7 H 0.051

10.
Entry from OMol25: 2 unconnected molecules or ions with the total composition C3H2O2S (ωB97M-V/def2-TZVPD).

The orbital gap is 7.219 eV. Its energy relative to the best compared isomer or geometry (same formula, charge and spin) is 127.6 kcal/mol. As for the LUMO energy: -2.344 eV.

Geometry as ORCA input:
```
! wB97M-V def2-TZVPD RIJCOSX def2/J DEFGRID3
* xyz 0 1
C -1.91524 1.20994 0.31174
C -0.73236 1.43521 0.38476
C 1.24364 -0.61014 -0.33089
O 1.82140 -0.59147 -1.46141
O 0.51924 -1.36765 0.35449
S 1.70577 0.91590 0.34486
H -2.96067 1.30767 0.33401
H 0.31823 -2.29947 0.06245
*
```

Löwdin charges, unit e, in atom order:
1 C -0.064
2 C -0.124
3 C -0.984
4 O -0.056
5 O 0.097
6 S 0.944
7 H -0.002
8 H 0.188

11.
Entry from OMol25: a molecular structure, C3H2O2Tb (ωB97M-V/def2-TZVPD).

The orbital gap (alpha / beta) is 7.268 / 8.199 eV. Its energy relative to the best compared isomer or geometry (same formula, charge and spin) is 25.6 kcal/mol. As for the LUMO energy (alpha / beta): -5.300 / -4.756 eV.

Geometry as ORCA input:
```
! wB97M-V def2-TZVPD RIJCOSX def2/J DEFGRID3
* xyz 1 7
O 0.23858 1.61995 -0.20091
C -0.59340 0.66575 0.22384
C -0.64185 -0.58663 -0.41163
O 0.71594 -0.93341 -0.56492
C 0.73834 -1.05008 0.88201
Tb 2.37331 0.69516 -0.23131
H -1.40744 0.90580 0.92577
H -1.42348 -1.31655 -0.62286
*
```

Löwdin charges, unit e, in atom order:
1 O -0.313
2 C -0.264
3 C -0.113
4 O -0.455
5 C 0.113
6 Tb 1.730
7 H 0.148
8 H 0.153

12.
Entry from OMol25: a molecular structure, C3H2O2Tm (ωB97M-V/def2-TZVPD).

The orbital gap (alpha / beta) is 7.321 / 7.327 eV. Its energy relative to the best compared isomer or geometry (same formula, charge and spin) is 0.0 kcal/mol. As for the LUMO energy (alpha / beta): -4.000 / -5.659 eV.

Geometry as ORCA input:
```
! wB97M-V def2-TZVPD RIJCOSX def2/J DEFGRID3
* xyz 1 3
H 0.16727 1.08441 1.79707
O -0.11944 -0.93714 1.56054
O 0.83162 -1.65365 -1.63816
C 0.22866 0.17631 1.16645
C 0.74318 0.36138 -0.17223
C 0.77959 -0.75411 -0.92336
H 1.08782 1.30737 -0.58892
Tm -3.71871 0.41545 -1.20139
*
```

Löwdin charges, unit e, in atom order:
1 H 0.127
2 O 0.004
3 O 0.256
4 C -0.306
5 C -0.060
6 C -0.139
7 H 0.119
8 Tm 0.999